The following is a DFT calculation (the ωB97M-V functional and the def2-TZVPD basis) of 2 unconnected molecules or ions with the total composition C2F3NO2 at a distorted geometry.

Structure (XYZ):
```
8
Properties=species:S:1:pos:R:3:forces:R:3:mulliken_charge:R:1
O 0.07632 -1.37224 -0.08379 -0.6 -0.7 0.0 -0.66
N 1.07401 -0.70426 -0.14199 1.8 0.6 0.5 0.59
C 2.02015 -0.06787 0.13086 -4.4 -3.3 1.0 0.26
F 2.94250 0.62346 -0.23613 3.8 2.9 -1.4 -0.15
O -0.57851 1.20979 0.13300 1.3 1.8 1.1 -0.43
C -1.43084 0.43123 0.14305 -1.1 -0.9 -3.6 0.79
F -2.09911 -0.12860 1.04996 -0.7 -0.6 2.8 -0.17
F -2.00451 0.00850 -0.99496 0.0 0.2 -0.3 -0.21
```
Positions in Å, forces in eV/Å.

## Properties
LUMO level = -0.2063 eV
Electronic energy = -580.8915 Eh
Relative energy (zero: lowest compared OMol25 entry of this formula, charge and spin) = 2.156 eV
Charge = 0
SMILES = [O-][N+]#CF.O=C(F)F
Largest force on an atom = 5.54 eV/A
Highest occupied orbital energy = -10.33 eV